This record from the OMol25 dataset describes a structure of composition C56H51BrClLuN4P3S at a distorted geometry. The level of theory is the ωB97M-V functional and the def2-TZVPD basis.

Each line ends with the Löwdin charge.
Geometry (Å):
Lu: 0.025 0.730 0.262  1.059
C: -2.087 -2.432 -0.551  -0.316
N: -1.307 -3.532 -0.091  -0.202
C: -0.050 -3.325 0.573  -0.312
P: 0.072 -1.784 1.603  0.939
C: 1.502 -2.259 2.629  -0.438
C: 1.420 -2.323 4.018  -0.086
C: 2.543 -2.669 4.756  -0.048
C: 3.741 -2.952 4.116  -0.047
C: 3.826 -2.881 2.732  -0.055
C: 2.713 -2.526 1.988  -0.115
C: -1.354 -1.884 2.727  -0.388
C: -2.101 -3.050 2.892  -0.057
C: -3.144 -3.073 3.805  -0.035
C: -3.441 -1.951 4.566  -0.048
C: -2.689 -0.792 4.418  -0.074
C: -1.656 -0.756 3.495  -0.151
C: -1.837 -4.845 -0.154  -0.260
C: -3.209 -5.065 -0.048  -0.038
C: -3.714 -6.355 -0.125  -0.063
C: -2.862 -7.436 -0.282  -0.068
C: -1.494 -7.220 -0.368  -0.059
C: -0.981 -5.933 -0.316  -0.026
P: -1.092 -1.125 -1.449  0.964
C: -2.335 -0.504 -2.618  -0.385
C: -3.368 0.252 -2.055  -0.121
C: -4.370 0.775 -2.854  -0.059
C: -4.331 0.567 -4.227  -0.046
C: -3.296 -0.163 -4.792  -0.044
C: -2.298 -0.703 -3.994  -0.077
C: 0.143 -2.067 -2.372  -0.397
C: -0.200 -3.179 -3.138  -0.072
C: 0.790 -3.870 -3.820  -0.030
C: 2.116 -3.465 -3.734  -0.033
C: 2.466 -2.370 -2.954  -0.054
C: 1.481 -1.674 -2.274  -0.143
H: -2.631 -1.899 0.250  0.081
H: -2.827 -2.799 -1.261  0.107
H: 0.800 -3.283 -0.123  0.081
H: 0.141 -4.153 1.256  0.113
H: 0.486 -2.118 4.524  0.105
H: 2.476 -2.728 5.835  0.119
H: 4.609 -3.236 4.697  0.120
H: 4.760 -3.107 2.236  0.117
H: 2.787 -2.462 0.907  0.099
H: -1.877 -3.940 2.317  0.106
H: -3.718 -3.982 3.933  0.123
H: -4.247 -1.987 5.287  0.119
H: -2.890 0.074 5.036  0.113
H: -1.043 0.132 3.407  0.053
H: -3.887 -4.234 0.110  0.109
H: -4.782 -6.515 -0.047  0.114
H: -3.259 -8.440 -0.337  0.115
H: -0.821 -8.058 -0.493  0.116
H: 0.087 -5.777 -0.416  0.113
H: -3.366 0.435 -0.984  0.067
H: -5.180 1.346 -2.417  0.114
H: -5.112 0.974 -4.856  0.120
H: -3.265 -0.314 -5.864  0.122
H: -1.498 -1.275 -4.446  0.104
H: -1.231 -3.510 -3.187  0.124
H: 0.526 -4.730 -4.422  0.125
H: 2.881 -4.007 -4.272  0.123
H: 3.502 -2.067 -2.877  0.113
H: 1.753 -0.814 -1.659  0.067
Cl: 1.654 0.768 2.463  0.729
C: 2.236 2.350 2.943  -0.594
C: 2.698 2.537 4.228  -0.066
C: 3.176 3.796 4.569  -0.029
C: 3.172 4.824 3.637  -0.028
C: 2.705 4.606 2.347  -0.040
C: 2.237 3.349 1.980  -0.389
P: 1.695 2.916 0.294  0.959
C: 3.196 2.185 -0.448  -0.379
C: 3.097 1.750 -1.775  -0.131
C: 4.197 1.200 -2.413  -0.059
C: 5.397 1.063 -1.728  -0.041
C: 5.497 1.480 -0.408  -0.037
C: 4.402 2.042 0.233  -0.060
C: 1.487 4.539 -0.482  -0.390
C: 0.388 5.290 -0.055  -0.131
C: 0.199 6.574 -0.536  -0.056
C: 1.103 7.107 -1.448  -0.044
C: 2.193 6.362 -1.873  -0.043
C: 2.392 5.075 -1.391  -0.060
H: 2.692 1.724 4.942  0.122
H: 3.553 3.967 5.568  0.127
H: 3.542 5.802 3.911  0.126
H: 2.706 5.410 1.623  0.119
H: 2.173 1.893 -2.323  0.070
H: 4.124 0.894 -3.449  0.119
H: 6.260 0.641 -2.227  0.122
H: 6.432 1.382 0.126  0.122
H: 4.497 2.380 1.257  0.111
H: -0.294 4.870 0.678  0.084
H: -0.643 7.165 -0.201  0.117
H: 0.964 8.113 -1.822  0.121
H: 2.902 6.785 -2.572  0.121
H: 3.247 4.496 -1.716  0.110
N: -4.379 1.324 1.960  0.158
C: -3.484 2.282 2.155  -0.841
N: -3.783 3.292 2.957  0.145
S: -1.955 2.281 1.391  0.592
H: -5.294 1.369 2.384  0.140
H: -4.190 0.552 1.347  0.100
H: -4.679 3.367 3.415  0.140
H: -3.119 4.031 3.117  0.117
Br: 0.611 1.474 -5.872  0.835
C: -0.126 2.219 -4.306  -0.652
C: -0.840 3.408 -4.329  -0.048
C: -1.366 3.864 -3.132  -0.009
C: -1.163 3.134 -1.976  -0.160
N: -0.457 1.995 -1.947  -0.060
C: 0.043 1.553 -3.108  -0.253
H: -0.979 3.950 -5.254  0.127
H: -1.930 4.785 -3.092  0.128
H: -1.592 3.463 -1.042  0.053
H: 0.613 0.631 -3.096  0.073

Computed properties:
**HOMO**: -13.979 eV
**Molar mass**: 1195.4 g/mol
**HOMO-LUMO gap**: 6.3 eV
**Spin multiplicity**: 1
**Total charge**: +3
**DFT total energy**: -219728.89348 eV